# 1
Entry from the Open Molecules 2025 dataset: a 6-piece molecular cluster, C20H57N5O6 overall at a distorted geometry (the ωB97M-V functional and the def2-TZVPD basis).

Structure (ORCA input):
```
! RIJCOSX wB97M-V def2-TZVPD def2/J DEFGRID3
* xyz 0 1
C 12.300 8.947 -13.242
O 12.203 10.377 -12.995
C 13.020 10.889 -11.900
C 14.500 10.422 -12.081
C 15.263 10.996 -10.879
N 15.003 10.972 -13.300
H 12.355 8.311 -12.359
H 13.213 8.754 -13.805
H 11.387 8.630 -13.744
H 12.832 11.962 -11.946
H 12.638 10.573 -10.929
H 14.668 9.347 -12.139
H 15.219 12.085 -10.901
H 16.304 10.672 -10.909
H 14.812 10.708 -9.930
H 14.964 11.982 -13.287
H 14.482 10.652 -14.104
C 15.699 10.281 -17.343
O 16.389 11.485 -17.771
C 16.569 12.558 -16.803
C 15.249 13.268 -16.395
C 14.712 14.220 -17.472
N 15.335 14.174 -15.280
H 15.785 9.329 -17.867
H 14.631 10.488 -17.272
H 16.061 10.054 -16.340
H 17.133 12.061 -16.013
H 17.178 13.322 -17.285
H 14.467 12.546 -16.158
H 13.752 14.669 -17.216
H 14.647 13.750 -18.453
H 15.372 15.080 -17.581
H 15.638 13.586 -14.517
H 16.064 14.863 -15.397
C 20.547 13.031 -11.853
O 20.490 13.386 -10.473
C 21.720 13.981 -9.890
C 22.771 12.910 -9.642
C 22.349 11.658 -8.888
N 23.897 13.443 -8.951
H 20.958 13.748 -12.564
H 19.506 12.868 -12.130
H 21.122 12.117 -12.002
H 22.052 14.791 -10.538
H 21.349 14.451 -8.979
H 23.138 12.483 -10.575
H 22.984 10.775 -8.955
H 21.412 11.278 -9.295
H 21.963 11.922 -7.903
H 24.242 12.787 -8.265
H 23.543 14.182 -8.361
C 15.564 7.320 -15.330
O 14.451 7.506 -16.195
C 13.961 6.299 -16.755
C 13.000 6.501 -17.899
C 11.834 7.511 -17.526
N 12.286 5.370 -18.373
H 16.453 6.912 -15.810
H 15.339 6.660 -14.493
H 15.891 8.331 -15.086
H 14.795 5.631 -16.970
H 13.396 5.790 -15.974
H 13.547 7.008 -18.694
H 11.011 7.155 -16.906
H 11.413 7.773 -18.496
H 12.180 8.452 -17.098
H 12.893 4.878 -19.012
H 11.527 5.761 -18.914
C 19.158 9.472 -10.269
O 18.575 9.134 -9.004
C 19.012 9.981 -7.930
C 18.672 11.484 -8.157
C 18.991 12.307 -6.869
N 17.228 11.596 -8.470
H 20.231 9.568 -10.100
H 18.721 10.326 -10.786
H 19.068 8.574 -10.880
H 18.458 9.657 -7.049
H 20.053 9.698 -7.777
H 19.173 11.800 -9.073
H 18.930 13.374 -7.084
H 19.941 12.088 -6.382
H 18.309 12.077 -6.050
H 16.998 10.751 -8.973
H 16.573 11.425 -7.720
O 17.594 10.239 -13.754
H 17.851 10.837 -13.052
H 16.660 10.406 -13.881
*
```

Properties
Maximum force: 3.50 eV/A
HOMO level: -9.116 eV
LUMO level: 0.625 eV
Energy: -1521.2419 Ha
Frontier orbital gap: 9.74 eV

Which charges does Mulliken predict for the atoms? In e, they are: atom 1 (C): -0.46, atom 2 (O): -0.41, atom 3 (C): -0.84, atom 4 (C): 0.28, atom 5 (C): -1.37, atom 6 (N): 0.02, atom 7 (H): 0.34, atom 8 (H): 0.02, atom 9 (H): 0.30, atom 10 (H): 0.32, atom 11 (H): 0.41, atom 12 (H): 0.45, atom 13 (H): 0.24, atom 14 (H): -0.01, atom 15 (H): 0.55, atom 16 (H): 0.08, atom 17 (H): 0.19, atom 18 (C): -0.17, atom 19 (O): -0.46, atom 20 (C): -0.57, atom 21 (C): 0.80, atom 22 (C): -1.55, atom 23 (N): -0.69, atom 24 (H): 0.26, atom 25 (H): 0.25, atom 26 (H): -0.14, atom 27 (H): 0.32, atom 28 (H): 0.29, atom 29 (H): 0.13, atom 30 (H): 0.37, atom 31 (H): 0.35, atom 32 (H): 0.37, atom 33 (H): 0.12, atom 34 (H): 0.29, atom 35 (C): -0.67, atom 36 (O): -0.31, atom 37 (C): -0.87, atom 38 (C): 0.65, atom 39 (C): -0.74, atom 40 (N): -0.72, atom 41 (H): 0.41, atom 42 (H): 0.09, atom 43 (H): 0.30, atom 44 (H): 0.33, atom 45 (H): 0.39, atom 46 (H): 0.12, atom 47 (H): 0.40, atom 48 (H): -0.34, atom 49 (H): 0.37, atom 50 (H): 0.29, atom 51 (H): 0.30, atom 52 (C): -0.70, atom 53 (O): 0.03, atom 54 (C): -1.01, atom 55 (C): 0.66, atom 56 (C): -1.46, atom 57 (N): -0.71, atom 58 (H): 0.37, atom 59 (H): 0.39, atom 60 (H): -0.08, atom 61 (H): 0.35, atom 62 (H): 0.35, atom 63 (H): 0.22, atom 64 (H): 0.34, atom 65 (H): 0.44, atom 66 (H): 0.30, atom 67 (H): 0.26, atom 68 (H): 0.30, atom 69 (C): -0.43, atom 70 (O): -0.46, atom 71 (C): -0.79, atom 72 (C): 1.29, atom 73 (C): -1.70, atom 74 (N): -0.56, atom 75 (H): 0.23, atom 76 (H): 0.09, atom 77 (H): 0.28, atom 78 (H): 0.39, atom 79 (H): 0.38, atom 80 (H): -0.30, atom 81 (H): 0.37, atom 82 (H): 0.35, atom 83 (H): 0.47, atom 84 (H): 0.10, atom 85 (H): 0.28, atom 86 (O): -0.66, atom 87 (H): 0.25, atom 88 (H): 0.31

# 2
Entry from the Open Molecules 2025 dataset: a 2-piece molecular cluster, C5H11NO overall at a distorted geometry (the ωB97M-V functional and the def2-TZVPD basis).

Structure (ORCA input):
```
! RIJCOSX wB97M-V def2-TZVPD def2/J DEFGRID3
* xyz 0 1
C -1.238 -1.265 0.043
C -0.788 0.176 -0.077
C -1.849 1.137 0.447
C 0.465 0.451 0.721
O 0.810 -0.069 1.763
H -1.433 -1.522 1.090
H -0.479 -1.949 -0.346
H -2.156 -1.410 -0.534
H -0.568 0.431 -1.125
H -2.767 1.022 -0.137
H -2.076 0.927 1.499
H -1.513 2.176 0.356
H 0.920 1.475 0.407
C 2.792 -0.179 -0.500
N 1.659 -0.530 -0.953
H 3.567 -0.144 -1.268
H 2.952 -0.190 0.591
H 1.703 -0.537 -1.975
*
```

Properties
Maximum force: 1.99 eV/A
HOMO level: -9.148 eV
LUMO level: 0.893 eV
Energy: -327.0446 Ha
Frontier orbital gap: 10.04 eV

Which charges does Mulliken predict for the atoms? In e, they are: atom 1 (C): -1.40, atom 2 (C): 0.76, atom 3 (C): -1.48, atom 4 (C): -0.10, atom 5 (O): -0.59, atom 6 (H): 0.29, atom 7 (H): 0.34, atom 8 (H): 0.40, atom 9 (H): 0.22, atom 10 (H): 0.41, atom 11 (H): 0.33, atom 12 (H): 0.37, atom 13 (H): 0.40, atom 14 (C): -0.34, atom 15 (N): -0.34, atom 16 (H): 0.26, atom 17 (H): 0.28, atom 18 (H): 0.19

# 3
Entry from the Open Molecules 2025 dataset: an isolated ion of composition H2O5PS2 and charge -1 at a distorted geometry (the ωB97M-V functional and the def2-TZVPD basis).

Structure (ORCA input):
```
! RIJCOSX wB97M-V def2-TZVPD def2/J DEFGRID3
* xyz -1 1
O -1.150 1.401 -0.701
S -2.142 0.894 0.188
O -3.423 0.857 -0.390
O -2.106 1.298 1.555
S -1.563 -1.112 -0.045
O -1.550 -2.592 1.125
O -2.205 -1.448 -1.289
P 0.652 -1.071 -0.502
H 0.687 -0.191 -1.518
H 0.580 -0.222 0.632
*
```

Properties
Maximum force: 8.37 eV/A
HOMO level: -5.791 eV
LUMO level: 3.096 eV
Energy: -1515.0624 Ha
Frontier orbital gap: 8.89 eV

Which charges does Mulliken predict for the atoms? In e, they are: atom 1 (O): -0.56, atom 2 (S): 1.05, atom 3 (O): -0.54, atom 4 (O): -0.57, atom 5 (S): 0.69, atom 6 (O): -0.70, atom 7 (O): -0.51, atom 8 (P): -0.01, atom 9 (H): 0.07, atom 10 (H): 0.09

# 4
Entry from the Open Molecules 2025 dataset: C4H41N2O15 as an isolated structure at a distorted geometry (the ωB97M-V functional and the def2-TZVPD basis).

Structure (ORCA input):
```
! RIJCOSX wB97M-V def2-TZVPD def2/J DEFGRID3
* xyz 1 1
C -1.440 2.224 1.467
C -2.393 1.390 0.659
C -1.797 0.167 -0.068
C -2.483 -0.443 -1.071
N -1.867 -1.325 -1.896
N -0.496 -0.354 0.518
H -0.368 2.086 1.240
H -1.572 2.172 2.532
H -1.414 3.258 1.148
H -3.125 0.980 1.369
H -2.928 1.967 -0.126
H -3.568 -0.210 -1.328
H -0.888 -1.559 -1.988
H -2.502 -1.779 -2.535
H 0.204 0.386 0.465
H -0.745 -0.593 1.509
H -0.066 -1.225 0.036
H 2.122 3.002 -1.811
H 3.347 3.534 -0.884
O 2.600 2.932 -0.953
H 2.726 -0.281 -0.482
H 2.291 1.196 -0.820
O 1.951 0.380 -0.410
H 4.196 -1.757 0.412
H 2.768 -2.017 0.482
O 3.440 -1.726 -0.189
H 1.729 -1.648 -3.261
H 2.573 -2.459 -2.276
O 1.707 -2.454 -2.720
H -0.873 -5.882 -0.834
H -2.079 -4.829 -0.512
O -1.168 -4.970 -0.795
H -0.073 3.439 -2.979
H 1.162 4.150 -3.437
O 0.902 3.351 -2.958
H 1.106 3.464 0.089
H 0.222 4.095 1.196
O 0.281 3.332 0.608
H -4.389 -4.035 -1.074
H -4.566 -4.100 0.419
O -3.884 -4.146 -0.260
H -1.620 2.024 -1.516
H -1.167 3.048 -0.518
O -1.520 2.980 -1.427
H -0.010 -0.492 4.003
H 0.483 0.302 2.729
O 0.015 -0.502 3.038
H 1.189 0.274 -1.943
H 1.371 0.953 -3.382
O 1.161 0.115 -2.935
H 1.016 -2.697 1.009
H 1.304 -1.802 2.401
O 1.619 -2.162 1.556
H -0.212 -3.450 -0.765
H 1.054 -2.757 -1.206
O 0.380 -2.703 -0.487
H 0.511 1.343 4.251
H 0.306 0.868 5.826
O 0.167 0.703 4.892
H 1.728 0.919 1.883
H 0.606 2.012 1.771
O 0.977 1.314 2.341
*
```

Properties
Maximum force: 6.02 eV/A
HOMO level: -10.527 eV
LUMO level: -2.383 eV
Energy: -1414.7650 Ha
Frontier orbital gap: 8.14 eV

Which charges does Mulliken predict for the atoms? In e, they are: atom 1 (C): -0.75, atom 2 (C): -1.59, atom 3 (C): 0.35, atom 4 (C): -0.16, atom 5 (N): -0.15, atom 6 (N): 0.73, atom 7 (H): -0.07, atom 8 (H): 0.47, atom 9 (H): 0.80, atom 10 (H): 0.43, atom 11 (H): 0.58, atom 12 (H): 0.34, atom 13 (H): 0.04, atom 14 (H): 0.22, atom 15 (H): -0.37, atom 16 (H): 0.61, atom 17 (H): -0.17, atom 18 (H): 0.34, atom 19 (H): 0.24, atom 20 (O): -0.68, atom 21 (H): 0.33, atom 22 (H): 0.44, atom 23 (O): -0.53, atom 24 (H): 0.34, atom 25 (H): 0.42, atom 26 (O): -0.69, atom 27 (H): 0.33, atom 28 (H): 0.30, atom 29 (O): -0.69, atom 30 (H): 0.27, atom 31 (H): 0.32, atom 32 (O): -0.60, atom 33 (H): 0.30, atom 34 (H): 0.27, atom 35 (O): -0.60, atom 36 (H): 0.33, atom 37 (H): 0.31, atom 38 (O): -0.79, atom 39 (H): 0.30, atom 40 (H): 0.30, atom 41 (O): -0.63, atom 42 (H): 0.44, atom 43 (H): 0.43, atom 44 (O): -0.85, atom 45 (H): 0.26, atom 46 (H): 1.09, atom 47 (O): -0.89, atom 48 (H): 0.38, atom 49 (H): 0.26, atom 50 (O): -0.74, atom 51 (H): 0.33, atom 52 (H): 0.27, atom 53 (O): -0.77, atom 54 (H): 0.46, atom 55 (H): 0.19, atom 56 (O): -0.66, atom 57 (H): 0.24, atom 58 (H): 0.28, atom 59 (O): -0.63, atom 60 (H): 0.19, atom 61 (H): 0.22, atom 62 (O): -0.73